Entry 1:
{
  "formula": "C23H22N4O",
  "method": "the ωB97M-V functional and the def2-TZVPD basis",
  "elements": ["C", "C", "N", "N", "C", "O", "C", "C", "C", "C", "C", "C", "H", "H", "H", "N", "N", "C", "C", "C", "C", "C", "C", "C", "H", "H", "H", "H", "H", "C", "H", "H", "H", "H", "H", "H", "C", "C", "C", "C", "C", "C", "H", "H", "H", "H", "H", "H", "H", "H"],
  "positions_angstrom": [[-5.4665, -1.3779, 0.0671], [-4.0380, -0.9306, -0.0911], [-3.6189, 0.2717, -0.0171], [-4.3773, 1.3364, 0.2483], [-3.8645, 2.6121, 0.3142], [-4.6234, 3.5430, 0.4922], [-2.4013, 2.7493, 0.1108], [-1.4939, 1.8182, 0.5944], [-0.1394, 1.9371, 0.2910], [0.3111, 3.0310, -0.4489], [-0.5918, 3.9837, -0.8793], [-1.9435, 3.8492, -0.6125], [-2.6570, 4.5776, -0.9643], [-0.2395, 4.8363, -1.4406], [1.3636, 3.1121, -0.6669], [0.7189, 0.9495, 0.7215], [2.0015, 0.9424, 0.3731], [2.7904, -0.0207, 0.6722], [4.1846, 0.1374, 0.2549], [5.2269, -0.5153, 0.9127], [6.5362, -0.3380, 0.5051], [6.8311, 0.4891, -0.5650], [5.8044, 1.1490, -1.2223], [4.4967, 0.9770, -0.8169], [3.6906, 1.4826, -1.3244], [6.0281, 1.7979, -2.0567], [7.8548, 0.6213, -0.8828], [7.3323, -0.8473, 1.0291], [5.0231, -1.1468, 1.7647], [2.3707, -1.2693, 1.4098], [2.3054, -1.0835, 2.4831], [1.3933, -1.6090, 1.0616], [3.0823, -2.0707, 1.2368], [0.3019, 0.1658, 1.2203], [-1.8276, 0.9891, 1.1981], [-5.3897, 1.2668, 0.3711], [-2.9829, -1.9275, -0.3136], [-3.1558, -3.2700, 0.0195], [-2.1224, -4.1739, -0.1519], [-0.9034, -3.7581, -0.6593], [-0.7211, -2.4256, -0.9979], [-1.7488, -1.5200, -0.8282], [-1.6182, -0.4824, -1.0924], [0.2253, -2.0945, -1.4013], [-0.1001, -4.4676, -0.7916], [-2.2699, -5.2101, 0.1157], [-4.0910, -3.6134, 0.4350], [-5.6729, -1.6341, 1.1070], [-6.1553, -0.5891, -0.2327], [-5.6591, -2.2502, -0.5515]],
  "forces_ev_per_angstrom": [[0.1523, 0.2572, 0.0402], [-0.5419, 0.5180, 0.1310], [0.4094, -0.4496, -0.2132], [-1.1893, -0.3429, 0.1403], [-0.1334, 0.1465, -0.0066], [0.0991, -0.0097, -0.0391], [0.4845, 0.2532, -0.0568], [0.3189, 0.1484, 0.0573], [-0.2850, 0.5750, -0.2523], [0.0634, -0.1571, 0.0752], [-0.1038, -0.0314, 0.0217], [-0.2325, -0.0493, 0.0469], [-0.0697, 0.0699, -0.0188], [0.0342, 0.0588, -0.0497], [0.0699, 0.0355, -0.0343], [-0.2540, -1.0716, 0.7301], [0.5176, 0.2788, -0.2008], [-0.6906, -0.1595, 0.2417], [0.5620, 0.1281, -0.2379], [-0.2422, 0.0508, -0.0406], [0.1900, 0.0012, -0.0278], [0.0828, -0.0273, 0.0433], [0.0340, 0.0448, -0.0328], [-0.0289, -0.0864, 0.0524], [-0.0536, 0.0457, -0.0670], [0.0026, 0.0429, -0.0678], [0.0761, 0.0057, -0.0251], [0.0519, -0.0292, 0.0377], [-0.0431, -0.0821, 0.0598], [-0.0881, 0.3299, -0.1062], [-0.0318, -0.0594, 0.0882], [-0.0468, -0.0470, 0.0218], [-0.0027, -0.0517, 0.0273], [0.2172, 0.1566, -0.1733], [0.0387, -0.0567, -0.0127], [0.3240, 0.0715, -0.0054], [0.4514, -0.3769, -0.1097], [-0.0717, 0.2451, -0.0380], [0.1156, -0.1439, -0.0090], [0.0000, -0.0949, 0.0387], [0.0565, 0.0080, -0.0028], [-0.0751, -0.0208, 0.0124], [0.0402, 0.0986, -0.0473], [0.0690, 0.0410, -0.0515], [0.0568, -0.0632, -0.0191], [-0.0097, -0.0740, 0.0244], [-0.1171, -0.0234, 0.0227], [-0.0797, -0.0482, 0.0420], [-0.0746, -0.0237, -0.0035], [-0.0528, -0.0314, -0.0058]],
  "homo_ev": -7.49,
  "homo_lumo_gap_ev": 7.91,
  "smiles": "C/C(=N\\NC(=O)c1cccc(N/N=C(\\C)c2ccccc2)c1)c1ccccc1",
  "e_tot_ev": -32215.0278,
  "e_above_lowest_ev": 2.226,
  "total_charge": 0
}



Entry 2:
{
  "formula": "C23H22N4O2",
  "method": "the ωB97M-V functional and the def2-TZVPD basis",
  "elements": ["O", "C", "N", "C", "H", "C", "N", "C", "C", "H", "H", "H", "H", "C", "C", "C", "N", "N", "C", "H", "H", "C", "C", "C", "C", "C", "C", "C", "C", "C", "C", "H", "H", "H", "H", "H", "H", "H", "H", "H", "H", "H", "H", "C", "C", "C", "C", "O", "H", "H", "H"],
  "positions_angstrom": [[-2.6424, -1.3590, 1.2782], [-2.3523, -0.7787, 0.1316], [-1.7519, -1.2998, -0.9321], [-1.4431, -0.8580, -2.1920], [-1.8661, 0.0017, -2.4377], [-0.0255, -0.8735, -2.1520], [0.5171, -2.2351, -1.8284], [-0.3883, -3.1160, -1.8240], [-1.4835, -2.7200, -0.7617], [-0.9926, -2.8333, 0.3413], [-2.3314, -3.2464, -0.6955], [-0.9630, -3.3121, -2.7453], [0.1834, -4.2029, -1.4559], [1.8334, -2.0350, -1.1429], [1.5811, -2.1239, 0.1755], [1.1946, -1.0965, 1.2905], [1.0988, -1.8002, 2.4304], [1.2159, -3.0037, 2.4496], [1.6675, -3.1440, 1.0605], [1.7371, -4.2194, 0.9637], [0.7549, -1.1732, 3.1400], [0.9590, 0.4653, 1.1304], [-0.0777, 1.0743, 1.5106], [-0.3929, 2.3683, 1.4076], [0.5486, 3.2512, 0.2771], [1.8486, 2.5542, 0.0469], [2.7258, 3.1291, -0.6345], [3.9536, 2.9473, -1.0444], [4.1518, 1.4198, -0.5841], [3.3591, 0.6267, 0.0266], [2.0679, 1.2772, 0.2668], [3.5528, -0.3714, 0.1026], [5.2319, 1.1018, -0.9416], [4.6171, 3.2647, -1.5601], [2.4447, 4.2811, -0.8376], [0.3825, 4.3237, 0.3534], [-1.2146, 2.7558, 1.4479], [-0.8056, 0.3814, 2.2425], [2.3990, -1.2273, -1.4843], [2.2404, -2.9117, -1.3378], [0.4447, -0.4827, -3.0179], [0.2294, -0.0109, -1.1932], [-1.9837, -1.4902, -2.9492], [-3.0305, 0.4835, 0.0525], [-3.9264, 1.2937, 0.8545], [-3.8375, 2.4959, 0.4715], [-3.1614, 2.5650, -0.6043], [-2.5001, 1.3692, -0.8955], [-3.0410, 3.5875, -1.4176], [-4.7193, 3.3892, 0.9923], [-4.2253, 0.8143, 1.7401]],
  "forces_ev_per_angstrom": [[1.8321, 0.8534, -3.9442], [-3.1206, -1.1730, 4.1020], [-2.0137, -2.8074, 3.8224], [-1.6950, -2.4561, -1.9049], [-1.2518, 4.2457, -0.5844], [3.9241, 1.8117, 2.2531], [5.6948, 10.2273, -2.8174], [-4.3615, -8.9561, 3.3066], [5.3266, 0.6359, 3.0929], [-1.0825, 0.1836, -2.5878], [-3.3808, -2.1266, -0.2450], [0.7583, -0.2244, -0.3444], [-2.0262, 2.6093, -1.0531], [-3.5216, -0.5025, -3.5620], [-1.2813, 3.6139, 11.7763], [0.8143, 1.2298, -3.9302], [-2.2522, 9.6354, -0.2978], [2.7295, -5.0035, -4.1080], [-1.3846, -5.1418, 2.6274], [0.6401, -0.0426, -1.1195], [-0.1095, -0.7208, 1.3543], [8.8415, -3.9058, -4.3978], [-6.7091, -1.8958, 5.8751], [11.5837, 2.1553, -7.4319], [-1.4233, -5.1640, 6.2681], [-9.0159, -0.6348, 3.2895], [5.0561, 13.6307, -6.3557], [-7.1323, -12.1132, 8.2742], [8.0657, 4.7805, -4.8845], [-4.6527, 1.9401, 0.5380], [-2.4607, -8.0454, 5.1983], [0.2933, -2.3893, 0.8723], [-2.1639, 0.0189, 0.9341], [7.6979, 4.9103, -6.2136], [0.0846, -2.0430, 0.1040], [0.2965, -0.1560, -0.7472], [-9.2707, 4.1403, 1.5967], [1.4250, 1.8432, -2.0958], [0.4061, 1.2699, -0.9416], [3.1065, -3.8714, -1.4842], [0.6374, 0.4136, -1.0274], [-0.3963, -2.4977, -2.7541], [0.9200, -0.1750, 0.4316], [-0.4602, 4.2771, -0.1154], [3.0895, -11.1520, 1.6728], [-6.8854, 9.7955, 3.1223], [4.8093, 3.8234, -7.9437], [-2.2683, 1.6704, 0.7110], [-0.0685, -3.7667, 2.7040], [3.3892, -2.6242, -1.9952], [-1.0338, -0.1259, 0.9595]],
  "homo_ev": -7.69,
  "homo_lumo_gap_ev": 7.24,
  "e_tot_ev": -34243.9061,
  "e_above_lowest_ev": 20.633,
  "total_charge": 0
}



Entry 3:
{
  "formula": "C23H22N5O5S2Tl",
  "method": "the ωB97M-V functional and the def2-TZVPD basis",
  "elements": ["Tl", "C", "N", "C", "C", "C", "C", "C", "C", "N", "C", "C", "C", "C", "C", "C", "N", "C", "C", "C", "C", "C", "N", "H", "H", "H", "H", "H", "H", "H", "H", "H", "H", "H", "H", "H", "H", "H", "H", "H", "H", "O", "S", "O", "O", "O", "O", "N", "C", "C", "C", "C", "C", "S", "H", "H", "H", "H"],
  "positions_angstrom": [[-1.6153, -0.0543, 0.1779], [0.1448, -0.4318, -2.6664], [0.4088, 0.3887, -1.4806], [1.6686, 0.0394, -0.8474], [1.7658, 0.6295, 0.5287], [2.9839, 0.8834, 1.1437], [2.9750, 1.3570, 2.4468], [1.7550, 1.5909, 3.0751], [0.5861, 1.3214, 2.3777], [0.6202, 0.8272, 1.1409], [0.3493, 1.8060, -1.7827], [-1.0270, 2.3353, -2.1075], [-1.1684, 3.6873, -2.4078], [-2.4219, 4.1721, -2.7120], [-3.5009, 3.2969, -2.7144], [-3.2668, 1.9797, -2.3724], [-2.0524, 1.4972, -2.1051], [-0.2150, -1.8623, -2.3485], [0.6139, -2.9147, -2.7108], [0.2347, -4.2098, -2.3971], [-0.9564, -4.4111, -1.7267], [-1.7218, -3.2988, -1.4052], [-1.3756, -2.0567, -1.7210], [1.0107, -0.4171, -3.3488], [-0.7110, 0.0111, -3.1710], [2.5440, 0.3474, -1.4462], [1.7042, -1.0485, -0.7452], [3.9108, 0.6947, 0.6149], [3.9085, 1.5390, 2.9664], [1.7074, 1.9702, 4.0870], [-0.4099, 1.4972, 2.7790], [1.0263, 2.0494, -2.6215], [0.6842, 2.3573, -0.9002], [-0.3120, 4.3488, -2.3477], [-2.5659, 5.2247, -2.9234], [-4.5033, 3.6371, -2.9354], [-4.0821, 1.2682, -2.3045], [1.5437, -2.7184, -3.2318], [0.8713, -5.0469, -2.6578], [-1.2867, -5.4034, -1.4513], [-2.6561, -3.4064, -0.8639], [-2.5302, 1.5723, 2.0565], [-2.7591, 2.4103, 0.8380], [-3.4758, 3.6423, 1.1042], [-3.5325, 1.5154, -0.1222], [-1.4217, 2.6324, 0.2056], [0.7680, -2.2597, 0.7276], [1.0729, -2.1849, 1.9731], [2.3711, -2.3277, 2.3451], [2.7753, -2.2530, 3.6513], [1.8206, -2.0004, 4.6336], [0.5070, -1.8574, 4.2550], [0.0931, -1.9666, 2.9160], [-1.5556, -1.9058, 2.4649], [3.0433, -2.5180, 1.5219], [3.8208, -2.3928, 3.8894], [2.1047, -1.9178, 5.6749], [-0.2705, -1.6656, 4.9811]],
  "forces_ev_per_angstrom": [[-0.1465, -0.2319, 0.5086], [0.0917, 0.0449, -0.0983], [-0.0335, -0.3148, -0.3756], [0.1337, -0.2064, -0.2581], [0.2913, -0.2739, -0.0549], [0.0667, 0.0843, 0.1156], [-0.1744, -0.0186, -0.0046], [0.1267, -0.0332, -0.0704], [0.1466, 0.0052, 0.0079], [-0.4852, 0.1360, 0.5950], [-0.0262, 0.3437, -0.0731], [-0.2857, -0.1362, -0.5522], [0.0868, 0.2007, -0.2569], [0.0965, -0.0616, 0.0150], [0.0167, 0.0045, -0.0610], [-0.1236, -0.0902, -0.3981], [0.6957, -0.0526, -1.0958], [0.1669, 0.0629, 0.0106], [0.0182, -0.0134, -0.0337], [0.0571, -0.0198, -0.0059], [-0.0516, 0.0435, 0.0004], [-0.0803, -0.0259, 0.0676], [0.1686, -0.1707, -0.0506], [-0.0167, 0.0251, 0.0224], [0.0322, 0.0311, -0.0534], [-0.1071, 0.1154, -0.0807], [0.0015, 0.0528, 0.0524], [-0.0052, 0.0392, 0.0044], [-0.0252, 0.0269, 0.0036], [0.0059, 0.0033, -0.0146], [0.0317, -0.0309, -0.0126], [0.0363, -0.0205, 0.0567], [-0.0148, -0.0338, -0.0981], [0.0044, -0.0267, -0.0230], [0.0045, 0.0021, -0.0087], [0.0020, -0.0223, 0.0450], [0.1069, 0.1050, -0.1685], [-0.0179, 0.0283, 0.0505], [-0.0176, 0.0149, -0.0068], [-0.0137, 0.0315, 0.0335], [0.0365, -0.0027, 0.0042], [0.1087, 0.2149, -0.1271], [-0.3784, -0.0191, 0.5394], [0.0634, -0.0225, -0.0682], [-0.1632, 0.0416, 1.3674], [-0.2393, 0.2247, 0.8457], [-0.0652, -0.1741, -0.3916], [0.0634, 0.0303, 0.2573], [0.0146, -0.0209, 0.0135], [0.0434, -0.0025, 0.0157], [-0.0771, 0.0056, 0.0418], [0.0431, 0.0092, 0.0405], [-0.1254, -0.0993, 0.0191], [-0.0145, 0.1245, -0.2068], [-0.0700, 0.0210, -0.0505], [-0.0042, 0.0365, -0.0167], [-0.0143, -0.0088, -0.0057], [0.0147, 0.0238, -0.0115]],
  "multiplicity": 2,
  "homo_ev": [-3.71, -4.66],
  "homo_lumo_gap_ev": [6.21, 6.33],
  "e_tot_ev": -68259.8131,
  "e_above_lowest_ev": 0.931,
  "total_charge": -1
}



Entry 4:
{
  "formula": "C23H23",
  "method": "the ωB97M-V functional and the def2-TZVPD basis",
  "elements": ["C", "C", "C", "C", "C", "C", "C", "C", "C", "H", "H", "H", "H", "H", "H", "H", "H", "H", "H", "H", "C", "C", "C", "C", "H", "C", "C", "C", "C", "C", "C", "C", "C", "C", "C", "H", "H", "H", "H", "H", "H", "H", "H", "H", "H", "H"],
  "positions_angstrom": [[1.9939, 1.0936, 2.9566], [0.5631, 1.1336, 2.5562], [-0.1438, -0.1625, 2.6915], [-0.1137, 2.3755, 2.4752], [-1.4795, 2.4676, 2.0539], [-2.1546, 3.6855, 1.9941], [-1.5353, 4.8696, 2.4105], [-0.2138, 4.8195, 2.8770], [0.4837, 3.6158, 2.8979], [2.5697, 1.9504, 2.5936], [2.0463, 1.1049, 4.0583], [2.5027, 0.1755, 2.6355], [-1.1395, -0.2341, 2.2428], [0.4648, -0.9897, 2.2927], [-0.2682, -0.3888, 3.7691], [-2.0132, 1.5545, 1.7928], [-3.1795, 3.7094, 1.6140], [-2.0672, 5.8216, 2.3673], [0.2768, 5.7373, 3.2165], [1.4994, 3.6105, 3.3044], [0.3626, -0.3946, -1.2969], [1.4283, -1.4383, -1.5809], [1.2480, -2.3834, -2.5948], [-0.0040, -2.3841, -3.4401], [-0.2291, -3.4041, -3.7619], [-1.1951, -1.8097, -2.7100], [-1.0266, -0.8576, -1.6999], [-2.1633, -0.2838, -1.1237], [-3.4436, -0.7563, -1.4372], [-3.6021, -1.7480, -2.4073], [-2.4783, -2.2527, -3.0603], [2.2267, -3.3572, -2.8373], [3.3928, -3.3923, -2.0732], [3.6013, -2.4183, -1.0943], [2.6359, -1.4279, -0.8777], [0.4044, -0.0153, -0.2315], [0.6036, 0.5114, -1.8658], [0.1685, -1.8376, -4.3784], [-2.0378, 0.5470, -0.4139], [-4.3177, -0.3520, -0.9186], [-4.5913, -2.1320, -2.6662], [-2.5803, -3.0172, -3.8322], [2.0482, -4.1021, -3.6146], [4.1283, -4.1797, -2.2516], [4.5137, -2.4328, -0.4915], [2.8150, -0.6315, -0.1401]],
  "forces_ev_per_angstrom": [[0.5932, 0.0953, -0.5053], [-0.2698, 0.3520, 1.9245], [-0.1645, -0.6970, -0.7881], [-0.6265, 0.8575, -0.2306], [-0.1114, 0.0391, 0.1055], [-0.0609, -0.4218, -0.0952], [0.3182, -0.4768, -0.1218], [0.3373, -0.2527, 0.0834], [0.2103, 0.0185, -0.0653], [-0.1455, -0.1914, 0.0842], [-0.1606, -0.0264, -0.1921], [-0.3002, 0.1672, 0.0513], [0.2260, 0.2128, 0.0816], [-0.1306, 0.3009, 0.1081], [0.1824, 0.3463, -0.2632], [0.1361, 0.3142, -0.1427], [0.3770, -0.0352, 0.2229], [0.1389, -0.3133, 0.0239], [-0.1772, -0.4393, -0.0931], [-0.3844, 0.0666, -0.2676], [0.0821, 0.3612, 0.1375], [0.2890, 0.1656, 0.0568], [0.0345, -0.3042, -0.1244], [0.0040, 0.0138, 0.1683], [0.0049, 0.0240, 0.1003], [-0.1436, -0.2656, -0.1298], [-0.1863, 0.3163, -0.0078], [-0.2785, -0.2757, 0.1371], [0.1384, 0.2094, 0.0517], [0.1626, -0.0818, -0.0809], [0.0275, 0.3070, 0.4043], [0.0708, 0.2758, 0.4049], [-0.1773, 0.0264, -0.1105], [-0.0563, 0.2143, 0.0613], [0.1248, -0.3180, 0.1493], [-0.1538, -0.7282, -0.8639], [0.0068, -0.0240, -0.1883], [0.0155, 0.1374, 0.2020], [-0.0900, -0.4300, -0.1895], [0.3012, -0.0806, -0.2590], [0.2956, 0.1933, 0.1486], [-0.0159, 0.2213, 0.1953], [0.0973, 0.1930, 0.2022], [-0.1860, 0.3088, 0.1167], [-0.2978, 0.0464, -0.2680], [-0.0575, -0.4224, -0.2345]],
  "homo_ev": -10.98,
  "homo_lumo_gap_ev": 4.94,
  "e_tot_ev": -24217.1759,
  "e_above_lowest_ev": 0.000,
  "total_charge": 1
}